Computed, not measured: C44H42Cl2NO2ReS2Sb3 as an isolated structure at a distorted geometry, with ωB97M-V/def2-TZVPD.

Output
- E_tot: -120337.2056 eV
- Multiplicity: 2
- E_HOMO (alpha / beta): -0.4815 / -0.4823 hartree
- Total charge: +2
- E_LUMO (alpha / beta): -8.25 / -7.62 eV
- ΔE to the lowest compared entry with this formula, charge and spin: 124.79 kJ/mol

Cartesian coordinates (Å):
Re (-1.1129, 0.9366, 1.2248)
Cl (-7.2172, -3.2972, 1.4536)
C (-5.9654, -2.1356, 1.5874)
C (-6.2499, -0.8866, 2.1743)
C (-5.2704, 0.0595, 2.3017)
Cl (-5.5980, 1.5972, 2.9953)
C (-3.9237, -0.1786, 1.8571)
O (-3.0674, 0.7458, 1.9869)
C (-3.6524, -1.4819, 1.2975)
C (-2.3472, -1.8609, 0.9030)
O (-1.2944, -1.1796, 0.9183)
C (-4.6938, -2.4212, 1.1520)
H (-7.2512, -0.6889, 2.5238)
H (-2.2274, -2.8927, 0.5513)
H (-4.4804, -3.3727, 0.6915)
C (0.7518, 3.7200, -2.0005)
C (-0.4621, 4.0426, -2.8034)
C (-1.3034, 3.1628, -3.3111)
Sb (0.5713, -0.4409, -2.1551)
C (0.5079, -2.5507, -1.7119)
C (-0.2268, -3.3554, -2.5733)
C (-0.3201, -4.7176, -2.3403)
C (0.3249, -5.2816, -1.2502)
C (1.0572, -4.4803, -0.3897)
C (1.1431, -3.1164, -0.6157)
C (2.4236, -0.4346, -3.2275)
C (2.8023, 0.7275, -3.8955)
C (3.8814, 0.7077, -4.7604)
C (4.5861, -0.4691, -4.9692)
C (4.2228, -1.6238, -4.2915)
C (3.1403, -1.6094, -3.4310)
Sb (1.2931, 0.4164, 0.4921)
C (3.1164, 1.3547, -0.1175)
C (4.0496, 0.5080, -0.7007)
C (5.2250, 1.0273, -1.2115)
C (5.4694, 2.3905, -1.1300)
C (4.5537, 3.2249, -0.5090)
C (3.3696, 2.7101, -0.0034)
C (2.1652, -0.7983, 2.0681)
C (1.3470, -1.7036, 2.7401)
C (1.8308, -2.3652, 3.8565)
C (3.1058, -2.0979, 4.3300)
C (3.9140, -1.1908, 3.6653)
C (3.4589, -0.5502, 2.5211)
H (1.6429, 4.0171, -2.5528)
H (0.8102, 2.6457, -1.7770)
H (-0.6249, 5.1006, -2.9576)
H (0.7466, 4.2850, -1.0683)
H (-1.1571, 2.0914, -3.1894)
H (-2.1626, 3.4614, -3.8890)
H (-0.7010, -2.9162, -3.4424)
H (-0.8883, -5.3360, -3.0162)
H (0.2614, -6.3443, -1.0795)
H (1.5778, -4.9163, 0.4511)
H (1.7300, -2.4984, 0.0584)
H (2.2394, 1.6449, -3.7674)
H (4.1574, 1.6036, -5.2972)
H (5.4054, -0.4931, -5.6711)
H (4.7682, -2.5415, -4.4536)
H (2.8414, -2.5239, -2.9334)
H (3.8666, -0.5575, -0.7484)
H (5.9433, 0.3669, -1.6729)
H (6.3771, 2.7995, -1.5453)
H (4.7526, 4.2818, -0.4151)
H (2.6473, 3.3544, 0.4844)
H (0.3426, -1.9022, 2.3797)
H (1.2176, -3.0984, 4.3571)
H (3.4666, -2.5930, 5.2177)
H (4.9033, -0.9836, 4.0422)
H (4.1043, 0.1444, 1.9946)
S (-1.3439, 3.2877, 0.8760)
C (-2.4100, 2.6445, -0.3153)
N (-2.1885, 1.3744, -0.6095)
C (-3.1410, 0.8712, -1.4537)
C (-3.2258, -0.4317, -1.9428)
C (-4.2730, -0.7575, -2.7766)
C (-5.2268, 0.1920, -3.1410)
C (-5.1565, 1.4909, -2.6712)
C (-4.1133, 1.8240, -1.8227)
S (-3.7863, 3.3661, -1.0615)
H (-2.4925, -1.1742, -1.6557)
H (-4.3603, -1.7697, -3.1402)
H (-6.0388, -0.0944, -3.7903)
H (-5.8935, 2.2310, -2.9349)
C (-1.6597, 2.8271, 4.4691)
Sb (-0.5671, 1.1623, 3.7309)
C (-1.2006, -0.3771, 5.0645)
C (1.4037, 1.5961, 4.4197)
H (-1.5872, 2.8343, 5.5543)
H (-2.7034, 2.7418, 4.1691)
H (-1.2396, 3.7479, 4.0661)
H (-0.8998, -0.0558, 6.0572)
H (-0.7372, -1.3310, 4.8313)
H (-2.2835, -0.4695, 5.0294)
H (1.3187, 2.2496, 5.2810)
H (1.9862, 2.0983, 3.6522)
H (1.9044, 0.6793, 4.7124)